Record 1
{
  "formula": "C4H7N",
  "method": "wB97M-V/def2-TZVPD",
  "species": ["C", "N", "C", "C", "C", "H", "H", "H", "H", "H", "H", "H"],
  "positions_angstrom": [[0.0818, -2.5870, -0.4620], [0.6290, -1.6562, 0.2084], [0.4138, -0.2833, -0.0903], [0.0320, 0.6558, 0.7545], [-0.2418, 2.0585, 0.1630], [0.0077, -2.5878, -1.5933], [-0.4576, -3.3900, 0.0724], [0.4597, -0.0140, -1.1595], [-0.0194, 0.6243, 1.8426], [-0.5761, 1.9977, -0.9011], [-0.9751, 2.5240, 0.8639], [0.6460, 2.6579, 0.3014]],
  "forces_ev_per_a": [[0.237, 0.623, -0.906], [-2.264, 0.148, 1.693], [1.079, -1.126, -1.645], [0.338, 1.515, -0.486], [-0.779, -0.944, 1.178], [-0.488, 0.360, 0.932], [1.243, -0.354, -0.277], [-0.090, -0.057, 0.235], [0.032, -0.641, -0.308], [0.236, 0.326, 1.016], [0.073, -0.109, -1.048], [0.382, 0.258, -0.384]],
  "mulliken_charge": [-0.24, -0.39, -0.26, -0.08, -0.96, 0.25, 0.25, 0.25, 0.33, 0.32, 0.28, 0.26],
  "total_charge": 0,
  "e_above_lowest_kcal_mol": 55.28,
  "smiles": "C=N/C=C/C"
}



Record 2
{
  "formula": "C12H26N2O11SZn",
  "method": "wB97M-V/def2-TZVPD",
  "species": ["Zn", "C", "C", "O", "O", "H", "H", "H", "C", "C", "O", "O", "H", "H", "H", "S", "O", "O", "O", "O", "O", "C", "N", "C", "H", "H", "H", "H", "H", "C", "O", "C", "C", "N", "C", "C", "O", "C", "H", "H", "H", "H", "H", "H", "H", "H", "H", "H", "H", "H", "H", "H", "H"],
  "positions_angstrom": [[1.2896, 0.6218, 1.7603], [2.4754, 1.0141, -1.9421], [1.8640, 0.5706, -0.6448], [0.7474, 1.0191, -0.2220], [2.4951, -0.2027, 0.1262], [3.1893, 0.2795, -2.3092], [3.0076, 1.9510, -1.7812], [1.6774, 1.1426, -2.6758], [-2.4420, 0.6161, 3.1907], [-0.9815, 0.5591, 2.7947], [-0.2784, 1.6054, 2.8711], [-0.4516, -0.4916, 2.3274], [-2.9609, -0.2256, 2.7341], [-2.8493, 1.5691, 2.8711], [-2.5112, 0.4824, 4.2708], [3.5546, -0.8436, 3.8981], [3.0840, -1.1105, 5.2745], [4.0480, -2.0606, 3.2535], [2.4168, -0.2850, 3.0943], [4.6246, 0.2017, 3.9587], [2.3715, 2.4479, 2.1856], [3.4610, 2.9837, 1.9556], [4.6294, 2.4248, 2.2588], [3.4839, 4.2442, 1.1206], [4.6361, 1.5272, 2.8711], [5.4772, 2.8141, 1.8970], [4.4868, 4.6257, 0.8476], [3.1826, 5.0972, 1.7460], [2.9388, 4.2377, 0.1820], [-1.1243, -0.5487, -4.7873], [-1.4097, -1.2195, -3.5899], [-0.4339, -0.9263, -2.5736], [-0.5095, -2.0211, -1.4947], [-1.2569, -1.6892, -0.3135], [-2.5937, -1.1543, -0.4681], [-3.5484, -2.1710, -1.0595], [-4.8014, -1.5339, -1.2667], [-5.8373, -2.4710, -1.4992], [-0.3822, -1.1011, -5.3677], [-0.7734, 0.4603, -4.5554], [-2.0706, -0.4764, -5.3218], [-0.6836, 0.0349, -2.1132], [0.5648, -0.9058, -3.0234], [0.4804, -2.3572, -1.1940], [-1.0260, -2.8621, -1.9713], [-0.7223, -1.1871, 0.3888], [-2.5758, -0.2771, -1.1359], [-2.8735, -0.8378, 0.5345], [-3.6469, -3.0463, -0.4081], [-3.1184, -2.4898, -2.0181], [-5.7135, -2.9149, -2.4929], [-6.7463, -1.8701, -1.4514], [-5.8640, -3.2496, -0.7322]],
  "forces_ev_per_a": [[0.632, -0.600, 1.390], [-0.404, -0.235, -0.436], [0.084, -0.937, 2.163], [-0.079, 0.917, -1.201], [0.436, 0.434, -1.232], [0.012, -0.058, 0.115], [-0.119, 0.098, 0.002], [0.153, 0.276, -0.065], [0.392, -0.681, 0.048], [1.345, 0.345, -0.568], [-0.818, 0.145, 0.067], [-1.164, -0.172, -0.096], [-0.129, 0.104, -0.050], [-0.147, 0.063, 0.137], [-0.066, 0.253, 0.049], [-0.237, -0.363, 1.002], [0.049, 0.108, -0.474], [0.195, -0.075, -0.195], [-0.269, 0.122, -0.091], [0.350, 0.719, -0.581], [0.261, 0.903, -0.020], [-0.354, -1.173, -1.339], [-0.250, -0.791, 0.984], [1.304, 1.830, 0.333], [-0.036, 0.281, -0.252], [0.073, 0.109, 0.081], [0.060, -0.764, 0.066], [-0.700, -0.340, -0.137], [-0.527, -0.403, 0.289], [-0.482, 0.083, 0.546], [0.238, -0.142, 0.221], [-0.273, -0.477, 0.241], [-0.570, 0.099, -0.274], [0.000, -0.471, 0.470], [0.985, 0.197, -0.071], [0.408, 0.349, -0.102], [-0.213, -0.583, 0.268], [0.396, 0.983, -0.081], [0.146, 0.114, -0.191], [0.130, 0.127, -0.301], [0.090, 0.007, -0.317], [0.340, 0.111, -0.143], [-0.025, 0.103, -0.030], [0.070, 0.109, 0.034], [0.328, -0.154, -0.177], [-0.137, -0.029, -0.032], [-0.393, 0.087, 0.108], [-0.394, 0.078, -0.090], [-0.053, 0.043, 0.091], [-0.271, -0.163, -0.031], [-0.179, -0.199, 0.008], [-0.202, -0.316, -0.147], [0.012, -0.072, 0.013]],
  "mulliken_charge": [1.34, -1.31, 1.67, -0.81, -0.81, 0.30, 0.25, 0.28, -1.24, 1.09, -0.63, -0.80, 0.31, 0.28, 0.34, 1.21, -0.78, -0.79, -0.91, -0.96, -0.69, 0.69, -0.22, -1.18, 0.33, 0.14, 0.37, 0.30, 0.25, -0.89, -0.30, -0.38, -1.35, -0.14, -0.02, -0.44, -0.31, -0.74, 0.26, 0.35, 0.26, 0.41, 0.62, 0.43, 0.51, 0.12, 0.13, 0.08, 0.35, 0.20, 0.27, 0.24, 0.32],
  "total_charge": -2
}



Which lowest unoccupied orbital energy belongs to each record? In order, 0.7; 4.2 eV.
Which total energy belongs to each record? In order, -211.27258; -3587.65690 Eh.